Below is a structure of composition C30H25BaClN7O2S, with properties calculated with the ωB97M-V functional and the def2-TZVPD basis.

XYZ file:
```
67
Properties=species:S:1:pos:R:3:forces:R:3
Ba -0.081164 0.344450 0.094012 0.1 0.4 -0.1
C -4.184291 -0.822603 -2.188658 0.0 0.0 0.0
C -4.916345 -1.525746 -1.246955 0.0 0.0 0.0
C -4.602625 -1.378641 0.092822 0.0 0.0 0.0
C -3.565371 -0.527494 0.459941 -0.1 0.0 -0.1
N -2.842621 0.129928 -0.452290 -0.1 -0.1 0.0
C -3.151657 -0.019538 -1.739269 0.1 0.0 0.0
C -3.220272 -0.315172 1.896577 0.1 0.0 0.0
C -4.178663 -0.512327 2.883776 0.0 0.0 0.1
C -3.817946 -0.337900 4.206481 0.0 0.0 0.0
C -2.523866 0.043801 4.505600 0.0 0.0 0.0
C -1.629192 0.260996 3.463456 -0.1 0.0 -0.1
N -1.974057 0.075139 2.184617 -0.1 0.0 0.1
C -0.231148 0.699887 3.747158 0.2 0.0 0.0
C 0.096768 1.328732 4.943784 -0.1 0.0 0.0
C 1.414299 1.672687 5.190890 0.0 0.0 0.0
C 2.372635 1.390318 4.233176 0.0 0.1 0.0
C 1.957946 0.801237 3.051573 0.0 -0.1 0.0
N 0.693421 0.461155 2.809192 -0.1 0.0 0.1
H -4.395105 -0.903555 -3.245410 0.0 0.0 0.0
H -5.717405 -2.186469 -1.550112 0.0 0.0 0.0
H -5.145946 -1.942315 0.837170 0.0 0.0 0.0
H -2.532732 0.528080 -2.443374 0.0 0.0 0.0
H -5.191927 -0.785307 2.629577 0.0 0.0 0.0
H -4.537854 -0.499043 4.997522 0.0 0.0 0.0
H -2.216200 0.154742 5.534310 0.0 0.0 0.0
H -0.666393 1.565412 5.670605 0.0 0.0 0.0
H 1.684951 2.158383 6.118802 0.0 0.0 0.0
H 3.414367 1.632475 4.387498 0.0 0.0 0.0
H 2.665766 0.579580 2.259303 0.0 0.0 0.0
C 2.135728 3.689882 -3.355505 0.0 0.0 0.0
C 1.541552 2.586996 -2.524597 0.0 0.1 0.0
N 0.827669 2.789592 -1.481005 0.0 -0.1 0.0
N 0.598975 4.089251 -1.140769 -0.1 0.1 0.0
C -0.066273 4.452929 -0.006177 0.1 0.0 0.0
N -0.208876 5.783668 0.123398 0.0 0.0 0.0
S -0.630833 3.411400 1.162716 0.0 0.0 0.0
C 1.772574 1.172187 -2.929073 0.1 -0.1 0.0
C 2.994267 0.786476 -3.465527 0.0 0.1 0.0
C 3.184835 -0.541414 -3.812372 0.0 0.0 0.0
C 2.142880 -1.434033 -3.640276 0.0 0.0 0.0
C 0.956312 -0.960401 -3.101758 0.0 0.0 0.0
N 0.770095 0.308731 -2.741498 -0.1 0.0 0.0
H 1.344487 4.332667 -3.752661 0.0 0.0 0.0
H 2.676344 3.290995 -4.207385 0.0 0.0 0.0
H 2.820194 4.309842 -2.770379 0.0 0.0 0.0
H 0.957837 4.819236 -1.738761 0.0 0.0 0.0
H 0.054408 6.440949 -0.590744 0.0 0.0 0.0
H -0.689972 6.121840 0.937773 0.0 0.0 0.0
H 3.795899 1.501755 -3.589427 0.0 0.0 0.0
H 4.134661 -0.869767 -4.213113 0.0 0.0 0.0
H 2.241205 -2.477520 -3.904768 0.0 0.0 0.0
H 0.123402 -1.632013 -2.933197 0.0 0.0 0.0
Cl 3.141101 -6.831313 -1.289074 0.0 0.0 0.0
C 2.192657 -5.401107 -1.006018 0.0 -0.1 0.0
C 0.788239 -5.475100 -1.074813 0.1 0.0 0.0
C 0.025641 -4.363895 -0.853867 -0.1 0.0 0.0
C 0.597671 -3.091899 -0.550105 0.1 -0.1 0.0
O -0.149611 -2.072560 -0.360196 0.0 -0.2 -0.1
C 2.028992 -3.043914 -0.493601 -0.1 0.0 0.0
C 2.771466 -1.849035 -0.223416 0.1 0.1 0.0
O 2.352334 -0.700540 -0.045375 0.1 -0.1 0.0
C 2.791713 -4.214202 -0.716705 0.1 0.1 0.0
H 0.321971 -6.424955 -1.302421 0.0 0.0 0.0
H -1.055013 -4.417030 -0.899587 0.0 0.0 0.0
H 3.865329 -2.002564 -0.182877 0.0 0.0 0.0
H 3.872764 -4.156028 -0.658615 0.0 0.0 0.0
```
Forces are in eV/Å.

Electronic energy ... -2575.85149 a.u.
LUMO level ... -2.510 eV
Charge ... +1

Below is a cluster of 18 separate species, C17H68N34O21S in total in a non-equilibrium geometry, with properties calculated with the ωB97M-V functional and the def2-TZVPD basis.

XYZ file:
```
141
Properties=species:S:1:pos:R:3:forces:R:3
S 0.095906 -0.249192 0.533588 -1.9 1.0 -0.5
O 1.020618 -0.053249 1.639567 2.0 0.0 0.9
O 0.522518 0.570655 -0.626591 -0.1 -1.3 0.8
O -0.081532 -1.651023 0.280818 0.9 -1.3 -1.5
O -1.231245 0.193481 1.015866 0.7 1.0 -0.4
C 0.366990 1.447035 -5.033387 3.6 1.8 1.3
O 1.494269 1.947269 -4.957780 0.0 -1.0 0.8
N -0.394989 1.823970 -6.003417 -2.6 1.0 -3.4
N -0.278945 0.665191 -4.186676 -1.5 -1.9 2.5
H -1.316717 1.413727 -6.050567 0.3 0.5 -0.7
H 0.028555 2.487845 -6.635856 -0.6 -0.2 -0.1
H -1.258656 0.888329 -4.084284 -0.1 -0.4 0.0
H 0.126549 0.349985 -3.317016 0.6 0.3 -0.4
C 6.082363 -2.140610 -1.140887 2.0 -1.6 2.0
O 6.631495 -3.205110 -0.943780 1.6 -1.8 -0.8
N 6.696474 -0.995143 -1.309651 1.8 2.2 -1.5
N 4.831186 -2.018569 -0.855796 -4.6 0.7 0.5
H 7.677868 -1.018906 -1.547141 -0.4 0.3 0.2
H 6.201585 -0.168815 -1.005737 0.7 0.3 -0.1
H 4.464004 -1.078075 -0.883060 -0.5 -0.4 0.1
H 4.469585 -2.692277 -0.195904 -0.2 0.1 -0.5
C 2.206114 -4.343293 0.137276 1.9 -1.7 0.4
O 2.919276 -5.288790 0.376304 1.0 -1.8 0.5
N 2.068690 -3.755032 -0.990284 0.8 0.6 -5.2
N 1.485249 -3.683133 0.955415 -2.9 1.3 6.1
H 1.445441 -2.960912 -0.958237 0.3 -0.2 -1.5
H 2.359699 -4.371960 -1.735140 -0.2 1.0 -0.8
H 1.254137 -4.142023 1.824949 0.2 0.3 0.0
H 0.772017 -3.082636 0.567088 -0.1 0.0 0.8
C -0.032013 -1.411871 4.717843 2.0 0.2 -0.2
O -0.519047 -1.807666 5.724005 -0.5 -1.3 2.9
N 1.280385 -1.393386 4.338821 1.4 -1.0 0.5
N -0.696995 -0.825299 3.775530 -3.2 1.6 -3.0
H 1.985585 -1.902693 4.852051 -0.4 0.1 -0.3
H 1.439327 -1.115355 3.380932 0.6 -0.1 0.3
H -1.573098 -0.369808 3.987839 0.1 -0.3 -0.1
H -0.221479 -0.609201 2.911070 -0.5 0.3 0.4
C 4.309523 4.391187 -2.587286 -0.9 -2.2 -0.2
O 4.385923 3.347775 -3.150390 -0.2 -3.5 -1.7
N 3.408256 4.663969 -1.696119 -3.1 0.2 3.0
N 5.149604 5.306893 -2.802074 5.3 6.4 -1.2
H 2.727002 3.924525 -1.600190 -0.5 0.4 0.3
H 3.323405 5.543025 -1.206057 -0.2 -0.4 -0.3
H 5.153254 6.171310 -2.279696 -0.2 -0.2 -0.1
H 5.821152 5.306526 -3.556475 -0.4 -0.6 0.2
C -4.677391 0.209462 0.029346 -2.2 1.0 1.1
O -5.906373 0.369362 0.134777 0.4 -0.4 0.4
N -4.076356 -0.056341 -1.069213 0.4 -1.2 -5.2
N -3.786108 0.323916 0.968795 -0.8 1.6 4.4
H -4.699579 -0.501825 -1.727424 0.9 0.0 -0.6
H -3.066845 -0.066020 -1.099179 -0.3 -0.6 -0.5
H -4.214887 0.821124 1.736280 0.8 0.2 0.7
H -2.781383 0.356280 0.870853 0.0 -0.1 -0.3
C -5.657779 1.262566 4.034035 0.7 -0.2 -1.7
O -4.910662 2.047250 3.521278 1.7 2.2 -1.6
N -5.915432 1.279783 5.302347 -1.7 -0.8 5.2
N -6.238615 0.294539 3.331435 -0.9 -1.3 -0.4
H -6.323558 0.457618 5.723760 -0.1 0.2 -0.1
H -5.664195 1.971125 5.994452 0.5 0.1 -0.9
H -6.756649 -0.431225 3.805777 0.1 0.1 -0.6
H -5.953426 0.216084 2.365710 -0.5 -0.3 -0.2
C -0.101232 3.848533 -1.243375 3.1 -1.9 -0.3
O -0.305050 4.877914 -1.746570 -2.2 5.1 -3.2
N 0.651361 2.888055 -1.760615 1.7 -2.7 -2.2
N -0.212451 3.678336 0.047336 -1.5 -0.4 3.8
H 0.899421 2.742233 -2.728762 -0.4 0.7 -0.4
H 0.788696 2.037482 -1.233571 -0.3 0.3 -0.1
H 0.267157 2.858234 0.390124 -0.1 0.5 0.9
H -0.137067 4.598846 0.456081 -0.2 -0.5 1.0
C 2.995991 -0.309826 -3.039682 3.5 -0.9 -4.2
O 3.674541 -0.749716 -4.026900 -1.6 0.7 2.4
N 1.811651 -0.708492 -2.717483 -3.1 -2.6 -0.4
N 3.427106 0.612232 -2.230747 2.6 1.9 1.1
H 1.708415 -1.643473 -3.085249 -1.0 0.0 0.4
H 1.407628 -0.317796 -1.878316 -0.4 -0.8 0.2
H 2.864542 0.998977 -1.486397 0.5 0.0 -0.3
H 4.321069 0.953225 -2.554235 -0.2 1.0 0.6
C -3.824324 1.263675 -4.163954 0.7 -1.8 -4.3
O -3.211482 0.297948 -3.853287 3.1 -2.4 1.7
N -4.859189 1.700583 -3.627399 -5.8 2.9 8.0
N -3.862954 1.751424 -5.365120 2.5 1.6 -5.5
H -4.711929 1.611689 -2.632148 -1.2 -0.3 0.8
H -5.215969 2.624822 -3.823789 -0.2 -0.3 -0.3
H -4.435126 2.570489 -5.512996 0.5 -0.5 -0.8
H -3.425257 1.213528 -6.099414 -0.2 0.6 -0.2
C -3.912186 4.292795 -0.691505 -4.3 3.8 0.6
O -4.710389 5.189835 -1.022962 0.4 0.4 -0.4
N -3.698779 3.308728 -1.482683 1.8 -3.5 -2.8
N -3.529000 4.199312 0.545899 1.8 -0.4 3.6
H -2.995825 2.630614 -1.225512 -0.1 -0.2 -0.5
H -4.064177 3.378079 -2.421712 0.7 0.2 0.6
H -2.928788 3.463312 0.889636 0.0 0.1 -0.2
H -3.965644 4.766308 1.258615 0.1 0.0 -0.5
C 3.727251 0.448495 5.380520 0.5 3.6 2.7
O 3.688472 0.620562 6.631423 -0.6 -0.6 -2.6
N 4.106224 -0.656883 4.817674 0.9 -4.7 0.1
N 3.526416 1.450473 4.486415 -0.4 1.4 -0.1
H 4.463749 -0.889192 3.902083 -0.5 0.8 0.2
H 4.056317 -1.417961 5.479771 0.5 -0.1 -0.2
H 3.444056 2.377450 4.878878 0.1 -0.2 -0.1
H 3.844437 1.382489 3.530205 -0.1 -0.2 0.2
C -2.194486 -3.073543 -2.641794 -3.9 -1.9 -0.8
O -2.659306 -4.094586 -2.080786 1.2 1.6 -1.1
N -1.237625 -2.308194 -2.241784 3.9 0.4 3.5
N -2.711756 -2.449418 -3.726209 -0.9 -1.1 -1.2
H -0.949615 -2.549190 -1.304193 0.6 0.7 0.0
H -0.937576 -1.458558 -2.698065 0.0 -0.4 0.4
H -2.280120 -1.542805 -3.835125 -1.4 -0.1 -0.9
H -3.625838 -2.740984 -4.041687 0.3 0.5 -0.2
C 4.372954 0.739104 1.027734 3.0 -2.6 -1.5
O 5.464220 0.994862 0.531022 0.8 0.9 0.6
N 3.266312 1.294957 0.786457 -3.5 6.0 -2.2
N 4.048663 -0.387949 1.624900 1.1 -2.9 2.7
H 3.380359 2.107485 0.197492 -0.7 0.2 0.1
H 2.375787 0.925561 1.087456 -0.3 0.4 0.0
H 3.048930 -0.528592 1.654290 0.3 -1.2 0.7
H 4.783987 -1.006021 1.936959 -0.5 -0.3 -0.4
C -0.434147 -6.945698 -0.623401 -2.4 -0.7 -3.7
O -0.996264 -7.533611 -1.575940 1.2 -1.1 1.0
N 0.588046 -7.324527 0.087734 2.9 -2.4 2.2
N -0.869540 -5.735805 -0.373371 -0.3 2.3 1.0
H 0.933602 -6.817759 0.890141 -0.1 0.2 -0.4
H 1.017951 -8.233638 -0.006122 -0.4 0.2 -0.3
H -1.400056 -5.395011 -1.162367 -0.4 0.7 0.3
H -0.231062 -5.139653 0.133611 -0.5 0.4 -0.2
C -2.291437 -3.484845 1.877178 -4.1 -0.8 -0.5
O -3.169250 -4.350853 2.004832 0.5 0.1 0.1
N -2.555641 -2.305520 1.324686 -0.2 2.4 -0.7
N -1.046117 -3.703269 2.218635 2.8 -1.0 1.0
H -3.469475 -1.919063 1.135848 -0.1 -1.1 0.4
H -1.890723 -1.545458 1.307557 0.1 -0.6 0.2
H -0.406711 -2.962126 2.467555 -0.3 -0.2 0.0
H -0.919580 -4.645596 2.559396 0.2 0.3 0.3
C -0.608666 2.583752 3.690183 -0.6 -0.4 -0.7
O -0.665032 3.526212 4.384526 -1.0 4.9 3.4
N 0.533672 2.058710 3.395535 3.1 -2.0 -1.4
N -1.642472 1.990626 3.120458 -2.5 -1.0 -1.0
H 1.376086 2.464923 3.776908 -0.3 -0.6 -0.1
H 0.465515 1.205910 2.858709 1.3 0.3 0.2
H -2.538817 2.455873 3.105777 0.1 -0.2 0.3
H -1.462504 1.228593 2.482473 -0.4 0.3 -0.2
```
Forces are in eV/Å.

Electronic energy ... -4529.07865 a.u.
LUMO level ... 3.123 eV
Charge ... -2

Below is the molecule C5H5IN2O3 in a non-equilibrium geometry, with properties calculated with the ωB97M-V functional and the def2-TZVPD basis.

XYZ file:
```
16
Properties=species:S:1:pos:R:3:forces:R:3
O -2.490443 -0.811767 -0.236210 -0.4 1.3 -0.1
C -2.441420 0.360827 -0.279203 4.2 -0.2 1.1
I -3.626654 1.882829 -0.927826 -0.9 0.5 -0.3
N -0.942071 1.168419 0.400199 -1.3 1.1 -2.2
N 0.143710 0.353443 0.321880 0.4 -0.1 -1.8
C 1.001956 0.215802 -0.797724 1.5 -1.8 1.9
O 0.960430 1.062271 -1.808220 -1.2 2.0 -1.8
C 1.797630 -0.870753 -0.538484 -0.8 0.8 -2.0
C 1.359045 -1.502666 0.641755 -0.4 0.5 1.6
C 0.354847 -0.707416 1.131946 -0.5 -0.5 1.5
O -0.399748 -0.870286 2.257939 -1.4 1.3 1.2
H -0.589007 1.971921 -0.256607 -1.8 -1.5 1.3
H 1.720300 1.357392 -2.360024 -0.4 -1.0 1.4
H 2.299300 -1.290424 -1.389329 0.9 -0.2 0.2
H 1.890672 -2.210967 1.250310 -0.2 -0.4 -0.2
H -1.038549 -0.108626 2.589598 2.4 -1.9 -1.8
```
Forces are in eV/Å.

Electronic energy ... -826.32833 a.u.
LUMO level ... -0.203 eV
SMILES string ... O=C(I)Nn1c(O)ccc1O

Below is a structure of composition C20H44Cl16O5S5 in a non-equilibrium geometry, with properties calculated with the ωB97M-V functional and the def2-TZVPD basis.

XYZ file:
```
90
Properties=species:S:1:pos:R:3:forces:R:3
C -5.104053 -2.307450 -4.504016 0.4 -0.4 0.0
S -4.340034 -3.086489 -5.989582 -0.7 2.8 -0.2
O -5.254213 -2.656746 -7.108729 0.3 -1.1 0.3
C -3.057412 -1.772074 -6.120748 1.0 -0.8 -0.2
H -5.636145 -3.062913 -3.925846 0.0 0.2 0.0
H -5.761309 -1.514495 -4.860848 -0.1 -0.2 -0.2
H -4.306775 -1.841055 -3.925299 -0.1 -0.3 0.2
H -2.426826 -1.622943 -5.244264 -0.3 -0.1 0.3
H -3.488494 -0.829126 -6.457054 -0.4 -0.2 0.1
H -2.363660 -2.141501 -6.875948 -0.1 0.1 -0.3
C -3.099448 -0.394265 7.847737 0.9 0.3 0.2
S -2.180724 0.280492 6.394961 -0.2 1.8 0.3
O -2.512509 1.792422 6.355449 1.0 -2.5 0.3
C -0.370810 -0.070106 6.873008 -0.8 0.4 -0.1
H -2.949428 0.171224 8.767419 0.4 0.4 -0.2
H -2.705781 -1.391569 8.044001 -0.4 -0.2 -0.2
H -4.172510 -0.333634 7.666194 0.2 -0.3 -0.5
H 0.325084 0.387154 6.169629 -0.6 0.5 -0.3
H -0.170412 -1.128538 6.706716 -0.4 -0.2 0.5
H -0.100504 0.286850 7.866803 -0.3 -0.2 0.0
C -2.857101 2.476761 0.479416 -0.5 0.1 1.2
S -3.598704 1.651930 1.982859 2.7 -2.8 -1.0
O -3.564584 0.160404 1.581997 -0.8 1.7 0.4
C -2.028150 1.765383 3.004632 -1.1 1.3 -1.1
H -3.644307 2.471668 -0.274487 0.2 0.0 -0.1
H -1.956565 1.928944 0.201884 -0.3 -0.2 0.0
H -2.575314 3.486968 0.776392 -0.1 0.1 -0.2
H -2.001522 0.984028 3.764151 -0.3 0.4 -0.1
H -2.123653 2.800382 3.332892 0.4 -0.2 0.9
H -1.166740 1.749801 2.336925 -0.1 -0.4 -0.1
C 3.819449 0.217409 -3.542491 0.4 0.7 -0.1
S 3.860022 1.306030 -5.057211 0.3 -0.2 1.8
O 2.569302 2.059007 -5.034757 0.7 -0.1 0.1
C 5.187401 2.380547 -4.269308 -0.9 0.4 -0.4
H 4.847615 -0.034300 -3.282427 0.0 -0.5 -0.3
H 3.161854 -0.649600 -3.605375 0.2 0.1 -0.4
H 3.511301 0.855522 -2.714267 -0.4 0.2 -0.1
H 5.210096 3.302814 -4.849830 0.2 -0.2 -0.3
H 6.172311 1.916680 -4.215672 -0.2 -0.2 -0.2
H 4.873975 2.701446 -3.275885 -0.2 -0.4 0.1
C 3.138654 4.451243 -0.765533 -0.6 -0.6 -0.7
S 2.021293 2.983076 -0.489060 -1.4 0.5 2.2
O 1.494541 2.961459 0.976890 1.3 0.3 -2.5
C 0.551588 3.479583 -1.484502 0.9 -0.2 -0.7
H 2.728160 5.353433 -0.312059 0.3 -0.2 0.3
H 3.230092 4.622662 -1.838085 -0.6 -0.1 -0.3
H 4.165717 4.159986 -0.545501 -0.2 0.1 0.9
H -0.321562 2.899451 -1.185916 0.3 0.1 0.5
H 0.798559 3.127359 -2.486025 0.1 0.2 -0.2
H 0.340031 4.547215 -1.543634 0.1 0.0 0.4
C -0.808666 3.097917 -6.382807 -0.1 0.4 -0.1
Cl -1.948838 4.486878 -6.580241 0.3 -0.7 0.0
Cl -1.361297 1.671186 -7.284984 -0.1 0.4 0.1
Cl 0.772594 3.591264 -6.953700 0.0 0.1 -0.3
Cl -0.673528 2.679216 -4.684823 -0.3 0.0 0.1
C 3.453783 -1.624276 7.010662 -1.4 0.7 -2.0
Cl 4.529645 -2.476930 7.962213 1.6 -0.3 1.4
Cl 4.173621 -1.305893 5.358077 0.2 0.6 1.1
Cl 2.138957 -2.724582 6.618350 -1.0 -0.3 0.2
Cl 2.747151 -0.144826 7.793782 1.0 -0.8 -0.5
C -2.085697 -4.130136 2.319345 -0.1 -0.1 0.5
Cl -2.629453 -2.513617 2.804658 0.1 -0.5 -0.3
Cl -1.789101 -4.244518 0.603833 -0.1 0.3 -0.6
Cl -0.566335 -4.552918 3.128211 0.0 0.1 0.3
Cl -3.317286 -5.344716 2.746215 0.0 0.2 0.1
C 3.014059 -4.649876 -2.052413 0.0 -0.8 0.1
Cl 2.843353 -5.157148 -3.761652 -0.5 0.1 0.6
Cl 2.596831 -2.952650 -1.872181 -0.1 -0.2 0.0
Cl 2.115494 -5.669365 -0.875112 -0.6 0.4 -0.8
Cl 4.667414 -4.956495 -1.618158 1.2 0.4 0.1
C 1.128253 -1.217153 3.565221 0.2 0.9 -0.5
C 1.423774 -0.738454 2.130897 -0.4 0.3 0.6
C 0.253569 -1.044562 1.154819 0.7 -1.0 1.2
C 0.363468 -0.495965 -0.237012 0.4 -0.5 0.3
C -0.824018 -0.731949 -1.121565 -0.4 1.8 -0.8
C -0.620596 -0.031052 -2.500707 0.3 -1.1 0.8
H 0.129721 -0.901309 3.867345 -0.2 -0.4 0.1
H 1.821406 -0.662092 4.197320 0.0 -0.3 0.3
H 1.314585 -2.288179 3.644529 -0.4 0.1 0.3
H 1.674753 0.320283 2.195692 -0.4 0.3 -0.3
H 2.390881 -1.203131 1.938845 -0.1 -0.3 -1.0
H -0.700851 -0.776381 1.607874 0.0 0.5 0.1
H 0.187791 -2.132422 1.172854 0.0 -0.3 -0.4
H 0.505897 0.573724 -0.083478 0.5 0.2 -0.6
H 1.188645 -1.010652 -0.729228 0.6 0.6 0.0
H -1.015469 -1.789325 -1.304296 -0.3 0.0 0.4
H -1.629922 -0.163436 -0.657432 -0.7 -0.9 0.2
H 0.372952 -0.338530 -2.826925 0.0 0.1 -0.6
H -1.376378 -0.387638 -3.200516 0.1 0.2 -0.2
H -0.628960 1.057176 -2.439108 -0.1 -0.1 0.1
```
Forces are in eV/Å.

Electronic energy ... -10518.33317 a.u.
LUMO level ... -0.130 eV